Record 1
The following is a quantum chemistry calculation of a cluster of 2 separate species, C31H45 in total, from the OMol25 dataset.

Charge   +1
Gap between HOMO and LUMO   5.945 eV
LUMO energy   -5.14 eV

```
76
C31H45 | the OMol25 dataset | ωB97M-V with the def2-TZVPD basis set
H 5.136 0.342 3.620
H 1.122 0.982 -2.516
C 0.062 2.475 -1.373
H -0.518 1.341 -3.111
H 2.355 -2.283 1.231
H 2.983 -2.671 3.619
C -0.527 3.832 0.983
H 0.090 6.365 1.024
C -5.209 -1.955 -4.798
H -2.604 1.677 1.918
H 1.939 -0.981 -0.648
C -0.553 1.741 -0.290
C -1.428 -0.541 0.469
C 3.339 -1.770 3.100
C -2.235 -2.518 -2.489
H -4.098 -0.834 0.890
H 0.855 4.334 -2.071
C -3.048 -2.508 -3.619
C 5.501 -0.927 1.886
H -0.798 -0.656 1.371
C -4.322 -1.947 -3.592
C 0.382 1.781 -2.660
H 1.316 -1.491 2.414
H 4.540 2.421 2.412
H -4.804 0.338 -0.241
H -2.535 -3.859 0.696
C 4.767 -2.061 2.619
H 5.362 -2.343 3.502
C 0.082 4.523 -0.065
C -0.874 -3.155 -2.597
H -2.676 -2.955 -4.541
H -0.750 -3.995 -1.897
H -5.633 -1.178 0.093
C -4.764 -1.378 -2.399
C 2.331 -1.466 1.971
H -0.062 -2.433 -2.417
H 5.192 -0.882 0.831
C -3.976 -1.375 -1.248
H 6.377 0.933 2.515
H 4.751 -2.945 1.964
H 0.801 2.497 -3.379
H -0.766 4.386 1.897
C 4.405 1.452 1.908
C 2.267 -0.100 -0.091
H -0.113 6.562 -0.729
H -6.147 -2.490 -4.596
C 2.502 -0.161 1.231
H -0.457 -0.090 -1.412
H -0.830 -2.434 -0.329
C -0.753 0.364 -0.465
H 2.497 0.813 -0.650
H -3.340 -2.458 1.418
H 4.676 1.604 0.853
H 2.600 0.987 3.048
C 2.909 1.084 1.995
H -5.476 -0.934 -5.101
H 6.570 -1.201 1.871
C -2.373 -2.838 1.068
H -1.043 1.030 2.527
C -0.861 2.486 0.913
C -1.547 1.914 2.114
C 0.399 5.981 0.048
H -2.358 -0.050 0.775
C 5.382 0.462 2.554
C 0.377 3.816 -1.234
H 1.474 6.159 -0.070
H -1.692 -2.896 1.929
H 3.336 -0.963 3.844
H -4.706 -2.445 -5.637
H -0.734 -3.552 -3.610
H 2.340 1.935 1.580
C -4.634 -0.735 -0.055
C -1.781 -1.960 -0.051
C -2.685 -1.939 -1.285
H -5.757 -0.931 -2.352
H -1.552 2.672 2.914
```

Results of the Mulliken charge analysis, in e, for atoms 1 through 4: number 1, H, carries 0.3719; number 2, H, carries 0.2589; number 3, C, carries 0.9333; number 4, H, carries 0.3756

Record 2
The following is a quantum chemistry calculation of a structure of composition C31H45BCl48InO7P2, from the OMol25 dataset.

Charge   -1
Gap between HOMO and LUMO   5.518 eV
LUMO energy   1.14 eV

```
135
C31H45BCl48InO7P2 | the OMol25 dataset | ωB97M-V with the def2-TZVPD basis set
Cl 5.913 -0.273 6.104
P -6.015 1.929 2.725
H 5.113 0.677 -10.023
C -1.361 -0.681 -0.503
H -4.019 1.909 5.656
C 1.116 -4.151 4.329
H 3.151 2.282 -0.946
O -2.171 1.104 4.744
H 5.713 -0.550 -0.230
Cl 0.673 -0.264 -3.358
Cl -0.589 -4.181 3.850
H -2.402 -0.394 0.002
C 4.423 -1.141 5.696
O 0.107 3.256 3.087
Cl 1.273 -3.737 6.044
C -1.413 -4.627 -10.206
Cl 5.957 0.204 -2.869
H 2.430 5.753 0.027
H -0.503 5.299 3.101
Cl 4.619 2.206 -4.508
Cl -4.273 -0.752 -6.567
C -2.568 11.306 6.242
Cl 6.520 -9.084 -2.665
H 0.934 -1.676 -5.226
Cl -4.861 -3.406 -7.326
Cl -0.938 -3.357 -9.065
C -0.595 1.375 1.308
C 0.050 -0.240 5.146
H 0.425 0.087 4.069
H -6.348 -5.005 -8.214
H -3.179 7.946 2.820
Cl 6.026 -0.728 2.099
C -4.976 0.865 -6.742
Cl 2.024 -3.006 3.327
Cl 9.490 -3.118 1.584
Cl 0.490 -3.735 -4.151
Cl -4.248 -6.069 -8.335
Cl -2.148 12.913 6.857
In -2.878 3.971 3.948
Cl -1.954 -10.223 -3.386
H -0.735 -5.620 -4.859
C -2.020 -8.479 -3.081
Cl -11.906 1.315 6.387
Cl 6.930 -4.081 2.587
Cl -1.427 -4.002 -11.863
H -1.596 1.122 1.882
H 6.662 2.401 -3.349
H 4.213 -8.373 -1.972
H -2.878 -8.274 -2.436
Cl 3.520 -0.932 -9.367
H 2.569 4.308 3.811
C -1.000 -4.603 -4.558
O -2.897 5.876 6.686
Cl 3.356 1.966 -9.125
C 3.004 3.980 1.507
H -2.425 -4.956 -9.953
H -1.938 7.008 3.911
Cl -2.070 -4.698 -3.149
C -10.819 2.180 5.287
C 0.516 -0.678 -5.073
Cl 4.526 -8.550 0.357
Cl -1.827 -3.817 -5.914
Cl 7.173 -3.200 -0.179
Cl 6.356 -6.186 -2.423
C -2.873 7.750 3.937
C 7.443 -7.585 -2.464
Cl 3.353 -1.236 7.106
H 4.001 3.696 0.918
Cl 3.596 -0.355 4.340
H -0.430 1.904 5.768
H -8.328 1.948 2.756
Cl -1.189 -0.708 -5.552
Cl -5.936 0.969 -8.228
C 0.473 2.546 1.834
Cl 2.620 -9.982 -1.317
C 5.043 -0.660 0.627
H 4.450 3.916 3.403
H -5.638 1.046 -5.891
Cl -5.349 -4.051 -10.124
C 4.443 0.567 -9.166
H -1.536 0.568 6.710
H -2.421 2.559 6.413
H 8.265 -5.003 0.876
B -3.273 5.840 5.257
Cl 3.956 0.739 0.668
H 0.987 -0.184 5.849
Cl -0.325 -6.019 -10.074
H -3.154 10.787 7.005
H -1.110 4.238 1.634
C -5.336 -4.676 -8.466
H -4.552 3.822 1.032
H -7.024 0.398 1.337
Cl 5.426 0.499 -7.694
O -6.346 1.138 1.170
Cl 4.120 -2.159 0.425
H 1.534 -5.149 4.176
H 1.750 5.986 1.770
H 3.616 6.179 1.451
Cl -3.705 2.099 -6.734
Cl -2.237 -7.590 -4.599
P -4.959 3.824 2.420
Cl 8.426 -7.652 -0.991
Cl -3.554 11.439 4.776
H -2.575 8.718 4.534
C -0.948 4.244 2.800
C -2.907 2.216 5.381
C 3.322 3.708 3.119
Cl -0.553 -7.937 -2.248
C 1.100 0.869 -0.866
C -0.283 0.480 -0.069
C -1.024 0.879 5.681
Cl 2.456 -7.084 -1.074
Cl 1.424 0.467 -6.076
H 1.384 0.287 -1.840
H -1.938 5.570 6.703
O -5.190 0.856 3.566
H -1.107 -1.758 -0.118
O -3.945 7.003 4.646
H -1.532 -0.616 -1.670
H 3.144 2.542 3.271
H -9.788 1.959 5.577
C 2.649 5.542 1.163
C 3.543 -8.482 -1.116
C 5.697 1.937 -3.128
H 8.113 -7.475 -3.321
C 2.164 2.031 -0.348
H 4.687 -2.158 5.396
Cl -11.071 3.930 5.411
C 1.871 2.889 1.049
Cl -1.104 10.359 5.924
C 8.000 -3.986 1.177
O -7.620 2.143 3.457
H -0.465 -1.296 5.153
Cl -11.058 1.634 3.618
Cl 5.037 2.692 -1.667
```

Results of the Mulliken charge analysis, in e, for atoms 1 through 4: number 1, Cl, carries -0.1576; number 2, P, carries 0.8918; number 3, H, carries 0.3506; number 4, C, carries -0.8446

Record 3
The following is a quantum chemistry calculation of a cluster of 3 separate species, C31H45N4O3PS in total, from the OMol25 dataset.

SMILES string   CCOP(=O)(CCc1c(CCCCCN)c(CNC)cc2nsnc12)OCC.c1ccccc1.c1ccccc1
Gap between HOMO and LUMO   6.684 eV
LUMO energy   -1.42 eV

```
85
C31H45N4O3PS | the OMol25 dataset | ωB97M-V with the def2-TZVPD basis set
H -2.586 3.618 -2.951
H 5.512 -3.536 4.554
H 2.890 -1.239 1.674
H 0.344 -5.738 -0.134
N -2.155 3.535 1.809
H -1.830 1.300 2.025
C 6.177 -3.782 2.363
H 4.944 -1.909 -4.413
H 5.878 0.006 1.745
H -3.491 7.385 -4.812
O 4.199 -3.129 0.440
N 4.757 2.877 1.130
C -4.222 -2.204 -1.882
H -6.451 0.310 -2.410
C 4.946 -0.364 1.097
H 3.774 -0.503 3.168
C 4.579 -2.504 -3.445
H 4.063 -3.298 3.352
H -6.676 4.845 -3.442
H 0.413 -4.328 1.877
H -1.537 -1.686 2.180
C 4.823 -1.564 -2.114
H -6.030 0.655 0.011
N -1.902 -5.517 -0.275
H -2.575 -4.753 -0.530
C -0.642 -1.199 1.560
H -3.299 -2.664 0.010
H 4.889 0.411 0.190
C -3.432 3.134 1.087
H -1.515 2.359 3.574
C 2.676 1.029 1.859
C -0.488 -4.913 -0.209
H -5.297 -1.524 -3.621
H -4.465 -0.842 1.224
H -5.916 6.952 -4.509
C 0.906 3.771 1.632
H -0.310 -4.328 -1.215
C -5.761 -0.342 -1.880
C -4.678 4.101 -3.130
H -3.711 -3.003 -2.414
H 3.433 -2.727 -3.604
C -0.422 -3.925 1.132
H 7.109 -4.199 2.973
O 6.703 -2.842 1.362
C 0.360 -0.518 2.663
C -3.824 6.464 -4.341
C 3.318 2.477 1.443
H 3.797 -1.484 -1.555
H -0.280 -2.219 -0.456
H -3.250 3.268 -0.068
H -2.394 4.229 2.579
O 5.946 -2.013 -1.256
H 5.172 -3.515 -3.441
S 4.990 4.596 0.742
H -1.463 -4.005 1.663
H -1.154 -0.435 0.822
H 1.186 -2.344 0.788
H -1.826 5.713 -4.042
C 5.200 -3.060 3.506
C -5.186 6.220 -4.171
C 0.201 2.338 2.057
N 3.324 5.156 0.949
H 5.663 -4.748 1.893
H -1.936 -6.285 -0.984
C -4.644 -0.988 0.162
H 0.263 4.765 1.580
H 1.148 -1.323 3.056
C 3.584 -0.326 2.005
C -1.421 2.343 2.388
C -5.111 -1.372 -2.561
H -0.315 -0.272 3.616
C -2.888 5.525 -3.906
C 2.508 3.907 1.313
H -3.758 2.007 1.294
C -5.614 5.037 -3.570
C 0.018 -2.412 0.678
C -5.525 -0.149 -0.519
H 5.072 -0.471 -2.509
C -3.989 -2.014 -0.520
H -5.011 3.180 -2.657
C -3.315 4.346 -3.296
H 5.459 -1.921 3.579
P 5.404 -2.105 0.431
C 1.043 0.900 2.196
H -4.375 3.788 1.412
```

Results of the Mulliken charge analysis, in e, for atoms 1 through 4: number 1, H, carries 0.4028; number 2, H, carries 0.3777; number 3, H, carries -0.4791; number 4, H, carries 0.2890

Record 4
The following is a quantum chemistry calculation of a structure of composition C31H45N4OPtS2Si4, from the OMol25 dataset.

Charge   -1
Gap between HOMO and LUMO   5.509 eV
LUMO energy   1.56 eV

```
88
C31H45N4OPtS2Si4 | the OMol25 dataset | ωB97M-V with the def2-TZVPD basis set
C -1.102 2.079 -0.265
H 2.991 -1.322 -4.470
Si -1.223 -0.806 -2.722
H 4.573 -1.232 -1.983
H 3.250 0.949 5.037
H -3.108 -2.386 -2.525
C 1.525 -0.580 3.682
C -5.422 -1.668 2.048
C -1.845 3.244 -0.172
C -2.076 -2.378 -2.158
C 2.795 -0.016 3.181
H 4.161 0.892 -2.248
H -0.327 -1.942 -4.764
H -2.091 -2.475 -1.068
H -0.512 1.394 2.850
C 1.540 -3.786 -1.709
H -4.341 -2.043 4.589
H 1.000 -2.208 4.954
H -3.390 0.191 -3.319
H 4.898 -0.188 0.534
C -2.566 0.527 -2.682
C -4.484 -0.926 2.763
N -3.511 5.943 1.322
H -2.217 1.492 -3.068
C -0.902 1.939 2.005
O 2.531 -1.060 1.019
H -5.562 -2.715 2.290
Si 2.257 -2.128 -2.206
Si 0.831 -0.349 -1.605
C -1.184 -2.058 2.613
H 3.592 1.619 -0.742
H 0.033 3.413 -2.440
H 1.584 -2.371 -4.620
C 3.994 -2.031 -1.511
H -6.859 -1.691 0.461
C 5.312 0.850 2.367
N -0.636 1.420 0.794
C 4.534 0.098 1.512
H -1.908 -1.219 -5.049
C -6.153 -1.091 1.023
H 2.286 -4.568 -1.878
H 2.414 0.776 -4.718
H -6.543 0.704 -0.097
C 1.484 -1.236 5.036
S -0.624 -2.604 1.104
H 3.961 -1.848 -0.438
C -0.934 -1.059 -4.570
C -4.301 0.409 2.428
H -1.801 3.482 3.180
C -2.107 3.774 1.073
C 3.610 0.729 4.037
H -2.197 3.730 -1.071
H 3.172 -3.073 -4.300
H -2.971 0.682 -1.677
H 2.488 -1.356 5.438
C 1.847 1.628 -4.337
C 2.516 -2.224 -4.076
H -3.567 0.991 2.971
H 0.648 -4.027 -2.295
H 0.883 -0.645 5.733
C 1.030 3.282 -2.004
H 1.255 -3.800 -0.654
H 1.678 4.062 -2.414
H 0.834 1.559 -4.747
H -1.561 -3.258 -2.557
C 3.237 -0.327 1.868
Si 1.795 1.615 -2.439
N 0.498 -0.572 2.917
H -0.847 1.664 -1.224
H 5.455 1.792 4.308
C 4.850 1.193 3.640
C -5.968 0.249 0.700
C 3.563 1.707 -1.831
H 6.294 1.178 2.043
H -3.053 -0.841 4.383
C -1.620 3.106 2.182
H -4.900 2.046 1.172
H 4.028 2.657 -2.114
H 4.508 -2.980 -1.698
C -5.043 0.998 1.408
C -3.680 -1.564 3.863
S -2.618 -2.917 3.277
H 2.305 2.543 -4.734
H 0.952 3.439 -0.924
Pt 0.746 -0.064 0.734
N -0.647 -1.191 3.427
C -2.888 4.987 1.215
H -0.453 -0.207 -5.056
```

Results of the Mulliken charge analysis, in e, for atoms 1 through 4: number 1, C, carries -1.1234; number 2, H, carries 0.2392; number 3, Si, carries 0.7241; number 4, H, carries 0.3530